C2H8NO3P | ωB97M-V with the def2-TZVPD basis set

Results
ΔE to the lowest compared entry with this formula, charge and spin, eV: 2.617
DFT total energy, Eh: -702.771634
LUMO level, eV: 0.5
M, g/mol: 125.06
F_max, hartree/bohr: 0.062
Gap between HOMO and LUMO, eV: 10.3784
SMILES: [H]/N=P/OC.C=O.O

Cartesian coordinates (Å):
C: -2.76 -1.35 -1.57
C: 1.39 0.54 3.89
N: -1.39 0.82 -0.30
O: 2.59 1.45 0.03
O: -1.51 -1.57 -1.03
O: 2.25 0.33 3.10
P: -0.56 -0.48 -0.19
H: -3.58 -2.13 -1.57
H: -2.56 -1.19 -2.62
H: -3.14 -0.37 -1.26
H: 3.23 2.26 0.05
H: 1.69 0.93 4.88
H: 0.32 0.38 3.80
H: -0.98 1.54 0.18
H: 2.72 0.95 0.83


C2H8NO4 | ωB97M-V with the def2-TZVPD basis set

Results
ΔE to the lowest compared entry with this formula, charge and spin, eV: 1.224
DFT total energy, Eh: -436.775740
LUMO level, eV: 4.0
M, g/mol: 110.09
F_max, hartree/bohr: 0.041
Gap between HOMO and LUMO, eV: 8.6550
Net charge: -1

Cartesian coordinates (Å):
O: 2.49 -2.53 -0.44
C: 1.60 -1.71 -0.20
N: 0.32 -1.91 -0.56
C: -0.79 -0.83 -0.41
O: -0.35 0.12 0.44
H: 1.76 -0.73 0.25
H: 0.06 -2.81 -0.93
H: -1.64 -1.41 0.00
H: -0.96 -0.42 -1.40
H: -2.00 2.01 1.68
H: -1.24 1.38 0.67
O: -1.94 2.14 0.72
H: 0.65 2.98 -0.03
H: 0.74 1.46 0.21
O: 1.29 2.26 0.01


C2H8NOPS2 | ωB97M-V with the def2-TZVPD basis set

Results
ΔE to the lowest compared entry with this formula, charge and spin, eV: 1.855
2S+1: 3
DFT total energy, Eh: -1348.600819
LUMO level (spin up / spin down), eV: 0.6 / -2.4
M, g/mol: 157.20
F_max, hartree/bohr: 0.122
Gap between HOMO and LUMO (spin up / spin down), eV: 6.1507 / 6.5463
⟨S²⟩: 2.010

Cartesian coordinates (Å):
C: -1.75 0.10 0.08
C: 1.26 -1.73 0.17
N: 1.29 2.26 -0.48
O: -0.69 0.99 -0.27
P: 0.38 1.70 0.70
S: 3.61 -0.07 -0.52
S: 2.13 -0.25 0.87
H: -1.93 -0.61 -0.57
H: -2.66 0.75 0.20
H: -1.28 -0.49 0.95
H: 1.08 -1.71 -0.93
H: 0.39 -1.84 0.74
H: 2.06 -2.44 0.32
H: 2.01 1.68 -0.76
H: 1.67 3.16 -0.37


C2H8NOS2 | ωB97M-V with the def2-TZVPD basis set

Results
ΔE to the lowest compared entry with this formula, charge and spin, eV: 0.348
DFT total energy, Eh: -1007.406547
LUMO level, eV: 3.5
M, g/mol: 126.23
F_max, hartree/bohr: 0.030
Gap between HOMO and LUMO, eV: 6.4669
Net charge: -1

Cartesian coordinates (Å):
C: 0.72 -0.69 1.11
N: 0.25 0.70 0.91
C: 0.88 1.38 -0.22
O: 0.86 0.72 -1.53
H: 0.84 -1.20 0.15
H: 0.05 -1.25 1.77
H: 1.69 -0.60 1.61
H: -0.73 0.67 0.68
H: 1.98 1.43 -0.01
H: 0.40 2.39 -0.41
S: -2.11 0.08 -1.30
S: -1.74 -1.85 -0.55
H: -0.10 0.48 -1.61
H: -3.00 -2.26 -0.60


What is the formula in the first record? C2H8NO3P